{
  "formula": "C21H40N7O12",
  "method": "wB97M-V/def2-TZVPD",
  "elements": ["C", "N", "H", "C", "C", "O", "H", "C", "O", "H", "C", "C", "H", "H", "O", "H", "H", "O", "C", "O", "C", "H", "C", "O", "C", "H", "C", "N", "C", "N", "H", "N", "H", "H", "H", "H", "C", "O", "H", "C", "C", "O", "H", "C", "O", "H", "H", "H", "H", "N", "H", "H", "C", "N", "H", "N", "H", "H", "H", "O", "C", "C", "H", "H", "H", "H", "C", "O", "H", "C", "O", "H", "H", "H", "H", "H", "H", "H", "H", "H"],
  "xyz": [[-2.632, -3.565, -4.738], [-3.039, -2.869, -3.529], [-3.971, -3.171, -3.261], [-3.038, -1.424, -3.642], [-4.029, -0.805, -2.651], [-5.355, -1.200, -2.897], [-5.613, -0.932, -3.789], [-3.900, 0.727, -2.671], [-4.756, 1.315, -1.731], [-5.548, 0.761, -1.662], [-2.449, 1.111, -2.350], [-2.248, 2.621, -2.403], [-2.132, 2.919, -3.450], [-3.138, 3.094, -1.973], [-1.095, 2.977, -1.656], [-0.909, 3.908, -1.820], [-2.214, 0.762, -1.336], [-1.571, 0.509, -3.293], [-1.632, -0.880, -3.318], [-1.267, -1.447, -2.079], [0.078, -1.288, -1.726], [0.575, -0.578, -2.395], [0.225, -0.771, -0.282], [0.957, 0.409, -0.353], [1.112, 1.192, 0.812], [1.475, 2.144, 0.403], [2.184, 0.630, 1.767], [3.282, 0.192, 0.915], [4.259, -0.652, 1.254], [4.571, -0.853, 2.522], [5.381, -1.397, 2.766], [4.944, -1.246, 0.272], [5.693, -1.879, 0.491], [4.551, -1.283, -0.659], [3.000, 0.159, -0.062], [1.785, -0.241, 2.304], [2.555, 1.718, 2.809], [3.482, 1.196, 3.715], [4.179, -0.186, 3.211], [1.277, 2.192, 3.546], [0.158, 2.601, 2.583], [-0.974, 2.954, 3.331], [-1.751, 2.786, 2.777], [-0.166, 1.453, 1.611], [-1.294, 1.748, 0.843], [-1.065, 2.249, 0.034], [-0.434, 0.568, 2.204], [0.494, 3.475, 1.994], [0.924, 1.353, 4.165], [1.542, 3.342, 4.399], [0.819, 4.043, 4.318], [3.238, 1.499, 4.672], [2.014, 3.174, 5.677], [2.711, 2.135, 5.951], [3.057, 2.077, 6.898], [1.698, 4.162, 6.556], [2.181, 4.208, 7.436], [1.239, 5.000, 6.246], [3.004, 2.576, 2.283], [0.918, -1.758, 0.453], [0.756, -3.010, -0.180], [-0.546, -3.706, 0.196], [-1.400, -3.119, -0.134], [-0.582, -4.685, -0.272], [-0.588, -3.825, 1.275], [1.613, -3.620, 0.122], [0.783, -2.678, -1.716], [0.155, -3.616, -2.520], [-0.801, -3.431, -2.527], [2.222, -2.557, -2.124], [2.986, -1.724, -1.702], [2.539, -3.337, -2.834], [-0.769, -0.600, 0.156], [-0.918, -1.178, -4.100], [-4.145, 1.091, -3.686], [-3.803, -1.174, -1.645], [-3.297, -1.079, -4.662], [-3.230, -3.291, -5.618], [-1.587, -3.343, -4.951], [-2.728, -4.635, -4.568]],
  "forces_ev_per_a": [[-0.043, 0.033, -0.103], [-0.372, -0.019, 0.122], [0.142, 0.042, -0.008], [0.129, 0.165, 0.371], [0.604, 0.375, -0.220], [-0.467, -0.143, -0.084], [0.022, -0.008, 0.025], [0.264, -0.423, -0.205], [-0.158, 0.026, 0.295], [0.082, 0.100, -0.041], [-0.267, 0.450, 0.156], [-0.573, -0.477, -0.173], [-0.044, 0.005, 0.046], [0.089, -0.029, -0.105], [0.397, 0.134, 0.145], [0.044, -0.087, 0.065], [-0.060, 0.014, -0.038], [0.002, 0.149, -0.024], [-0.032, -0.353, -0.469], [-0.053, 0.074, 0.186], [0.439, 0.165, 0.015], [-0.053, -0.063, 0.073], [-0.479, -0.161, -0.358], [0.016, 0.105, 0.045], [-0.073, 0.013, 0.189], [-0.010, -0.033, 0.127], [-0.160, 0.251, 0.353], [-0.042, 0.184, -0.316], [0.212, 0.047, 0.013], [-0.064, -0.077, 0.086], [-0.053, -0.061, -0.088], [0.121, -0.098, -0.084], [-0.047, 0.069, 0.007], [0.008, -0.072, 0.064], [0.160, -0.153, 0.118], [-0.006, 0.082, -0.037], [-0.359, -0.022, -0.428], [0.058, -0.032, 0.153], [0.076, 0.043, 0.000], [0.070, -0.153, -0.219], [0.227, -0.420, -0.256], [-0.198, -0.054, 0.198], [0.063, 0.128, -0.008], [0.472, 0.082, 0.242], [-0.147, 0.142, -0.196], [-0.023, 0.053, 0.021], [0.088, 0.048, -0.001], [0.006, -0.132, -0.008], [-0.029, 0.078, -0.092], [-0.238, 0.323, 0.045], [0.021, -0.033, 0.052], [0.134, -0.123, 0.000], [-0.032, 0.262, 0.090], [0.208, -0.366, 0.089], [-0.093, 0.071, 0.046], [-0.068, 0.086, 0.063], [-0.014, 0.006, -0.080], [0.027, -0.012, 0.017], [-0.146, -0.067, -0.028], [0.091, 0.265, 0.107], [-0.077, -0.537, -0.254], [0.388, 0.158, 0.013], [-0.170, 0.001, -0.021], [-0.081, -0.083, -0.018], [-0.031, -0.013, 0.087], [-0.077, 0.021, -0.030], [-0.306, 0.552, 0.808], [0.064, -0.183, -0.286], [-0.009, 0.055, 0.019], [-0.152, -0.389, -0.279], [-0.033, 0.174, -0.024], [0.155, -0.037, -0.093], [0.180, 0.068, -0.035], [-0.060, 0.005, 0.173], [0.079, -0.092, 0.071], [0.015, 0.094, -0.049], [0.064, -0.034, 0.148], [0.048, -0.018, -0.003], [0.068, -0.081, -0.093], [0.069, -0.064, -0.087]],
  "gap_ev": 9.74,
  "smiles": "[H]/N=C(\\N)N[C@H]1[C@H](O)[C@@H](O)[C@H](O[C@@H]2O[C@@H](C)[C@](O)(C=O)[C@H]2O[C@@H]2O[C@@H](CO)[C@H](O)[C@@H](O)[C@@H]2NC)[C@@H](NC(N)=[NH2+])[C@@H]1O",
  "relative_energy_kj_mol": 0.0,
  "energy_ev": -57422.8941,
  "charge": 1,
  "e_homo_ev": -11.41
}

{
  "formula": "C21H40O8P2S",
  "method": "wB97M-V/def2-TZVPD",
  "elements": ["C", "C", "C", "O", "O", "C", "C", "C", "C", "C", "C", "C", "C", "C", "O", "C", "C", "C", "P", "C", "C", "C", "C", "O", "C", "S", "C", "O", "P", "O", "O", "O", "H", "H", "H", "H", "H", "H", "H", "H", "H", "H", "H", "H", "H", "H", "H", "H", "H", "H", "H", "H", "H", "H", "H", "H", "H", "H", "H", "H", "H", "H", "H", "H", "H", "H", "H", "H", "H", "H", "H", "H"],
  "xyz": [[-5.366, 2.268, -4.614], [-4.153, 2.055, -5.078], [-3.173, 3.165, -5.328], [-3.326, 3.970, -6.203], [-2.051, 3.183, -4.567], [-2.141, 2.704, -3.213], [-0.856, 3.092, -2.510], [-0.920, 2.968, -0.979], [-1.776, 1.811, -0.442], [-1.312, 1.276, 0.931], [-1.203, -0.259, 1.018], [0.208, -0.837, 0.823], [0.636, -0.541, -0.634], [2.076, -0.790, -1.095], [2.325, -2.114, -1.531], [2.618, -2.243, -2.911], [3.196, -3.624, -3.151], [1.318, -0.327, 1.780], [0.777, 0.346, 3.462], [2.122, -0.292, 4.560], [1.607, -0.588, 5.971], [1.288, 2.126, 3.257], [0.350, 3.063, 4.020], [2.249, -1.419, 1.861], [1.698, -2.643, 1.405], [2.060, -3.942, 2.641], [0.205, -2.357, 1.225], [-0.396, -2.522, 2.503], [-0.593, -3.621, 0.162], [-0.529, -4.952, 0.768], [-2.059, -3.001, -0.011], [-0.024, -3.604, -1.329], [-5.680, 3.255, -4.300], [-6.089, 1.466, -4.555], [-3.812, 1.049, -5.298], [-2.277, 1.621, -3.218], [-3.005, 3.160, -2.722], [-0.035, 2.480, -2.894], [-0.618, 4.120, -2.786], [-1.276, 3.915, -0.562], [0.100, 2.850, -0.602], [-1.728, 0.985, -1.157], [-2.823, 2.113, -0.380], [-2.032, 1.593, 1.688], [-0.372, 1.756, 1.201], [-1.831, -0.668, 0.225], [-1.622, -0.602, 1.960], [-0.051, -1.031, -1.330], [0.486, 0.535, -0.762], [2.793, -0.562, -0.301], [2.277, -0.093, -1.916], [1.701, -2.098, -3.496], [3.345, -1.475, -3.200], [2.677, -4.358, -2.536], [3.098, -3.905, -4.199], [4.252, -3.652, -2.886], [1.891, 0.459, 1.275], [2.933, 0.439, 4.605], [2.538, -1.195, 4.118], [1.266, 0.320, 6.473], [2.406, -1.010, 6.582], [0.788, -1.306, 5.942], [2.322, 2.263, 3.585], [1.275, 2.370, 2.192], [-0.629, 3.103, 3.539], [0.750, 4.077, 4.076], [0.181, 2.706, 5.037], [2.151, -2.941, 0.460], [3.228, -3.368, 2.953], [-1.332, -2.741, 2.435], [-2.599, -3.569, -0.580], [0.495, -4.411, -1.457]],
  "forces_ev_per_a": [[-0.354, 0.111, 0.027], [0.447, -0.001, 0.090], [-0.004, -0.094, -0.008], [0.124, -0.107, 0.140], [-0.162, 0.199, -0.040], [0.050, -0.053, -0.058], [0.134, -0.050, 0.050], [-0.129, 0.153, 0.057], [0.401, -0.222, -0.061], [-0.323, 0.090, 0.047], [0.044, 0.315, -0.192], [-0.187, -0.420, 0.068], [0.103, -0.052, -0.058], [-0.030, 0.167, -0.027], [0.331, -0.008, 0.039], [-0.103, -0.066, 0.085], [0.050, 0.128, -0.026], [0.383, -0.108, -0.355], [-0.221, -0.116, 0.058], [0.049, 0.038, 0.177], [0.196, 0.013, -0.027], [0.036, 0.020, -0.018], [-0.007, -0.076, -0.009], [0.034, 0.093, 0.006], [0.007, -0.009, 0.260], [-0.065, -0.046, 0.011], [-0.216, -0.041, -0.102], [-0.065, 0.088, 0.053], [0.111, -0.071, 0.098], [-0.012, -0.155, -0.006], [0.088, -0.046, -0.170], [-0.193, -0.010, 0.076], [-0.112, 0.035, -0.173], [0.027, -0.033, 0.214], [0.026, 0.042, -0.161], [-0.083, 0.006, 0.035], [-0.003, 0.004, -0.027], [-0.088, -0.071, -0.067], [-0.010, 0.012, -0.001], [-0.040, -0.045, 0.057], [0.022, 0.033, -0.049], [-0.064, 0.001, -0.007], [-0.016, -0.039, -0.102], [0.092, 0.064, 0.059], [0.036, -0.054, 0.000], [-0.042, -0.091, 0.082], [0.140, 0.048, 0.078], [0.042, 0.002, -0.018], [-0.056, 0.003, 0.030], [-0.058, 0.008, -0.018], [0.013, -0.042, -0.020], [0.021, 0.043, -0.015], [-0.073, 0.011, -0.106], [-0.043, -0.054, -0.058], [0.006, -0.022, 0.007], [-0.011, -0.053, 0.074], [-0.215, 0.173, 0.083], [0.013, -0.022, -0.042], [-0.116, -0.042, -0.051], [-0.111, -0.031, -0.029], [-0.016, -0.020, 0.004], [-0.041, 0.045, 0.018], [-0.008, -0.049, 0.024], [0.017, 0.060, 0.014], [0.005, 0.009, -0.004], [-0.017, 0.012, -0.023], [0.063, 0.050, 0.032], [0.047, 0.191, 0.067], [0.111, -0.081, -0.084], [0.025, 0.091, -0.044], [-0.092, 0.050, 0.122], [0.093, 0.094, -0.086]],
  "gap_ev": 8.41,
  "smiles": "C=CC(=O)OCCCCCC[C@@]1(CCOCC)[C@@H](P(CC)CC)O[C@@H](S)[C@]1(O)P(=O)(O)O",
  "energy_ev": -68219.2357,
  "e_homo_ev": -8.25
}

{
  "formula": "C21H41BF5IO6P",
  "method": "wB97M-V/def2-TZVPD",
  "elements": ["O", "B", "C", "C", "C", "C", "F", "F", "C", "F", "F", "F", "P", "O", "I", "H", "H", "H", "H", "H", "H", "H", "H", "H", "C", "C", "C", "O", "C", "H", "H", "H", "H", "H", "H", "H", "H", "C", "C", "C", "O", "C", "H", "H", "H", "H", "H", "H", "H", "H", "C", "C", "C", "O", "C", "H", "H", "H", "H", "H", "H", "H", "H", "C", "C", "C", "O", "C", "H", "H", "H", "H", "H", "H", "H", "H"],
  "xyz": [[4.905, -0.004, 3.085], [4.311, -0.479, 1.793], [2.709, -0.162, 1.738], [1.882, -1.007, 0.763], [0.371, -0.707, 0.760], [-0.117, 0.445, -0.092], [-1.474, 0.271, -0.343], [0.493, 0.499, -1.307], [-0.042, 1.880, 0.520], [-0.239, 1.858, 1.847], [-1.006, 2.650, -0.006], [1.122, 2.472, 0.278], [5.462, 0.458, 0.466], [6.415, -0.791, -0.091], [4.138, 0.912, -1.622], [4.767, 0.948, 3.169], [4.550, -1.672, 1.693], [2.350, -0.402, 2.754], [2.510, 0.913, 1.600], [2.293, -0.984, -0.250], [1.964, -2.048, 1.106], [-0.185, -1.578, 0.392], [0.053, -0.548, 1.797], [6.885, -0.517, -0.892], [-5.252, -1.336, -0.307], [-4.712, -0.124, -1.056], [-4.766, -0.609, -2.497], [-5.881, -1.506, -2.576], [-6.332, -1.830, -1.260], [-5.637, -1.095, 0.684], [-4.468, -2.086, -0.189], [-5.379, 0.733, -0.919], [-3.712, 0.169, -0.749], [-3.854, -1.150, -2.766], [-4.914, 0.198, -3.217], [-7.286, -1.323, -1.075], [-6.498, -2.907, -1.200], [10.749, -2.864, -2.398], [9.522, -3.606, -2.924], [8.413, -3.010, -2.062], [8.815, -1.671, -1.778], [10.178, -1.475, -2.137], [11.588, -2.850, -3.094], [11.089, -3.315, -1.463], [9.357, -3.363, -3.976], [9.589, -4.689, -2.829], [8.301, -3.553, -1.119], [7.444, -2.988, -2.561], [10.226, -0.851, -3.037], [10.683, -0.949, -1.326], [-4.894, -0.073, 4.238], [-4.733, -1.440, 4.901], [-4.270, -2.295, 3.727], [-3.527, -1.428, 2.875], [-3.723, -0.068, 3.263], [-4.861, 0.761, 4.937], [-5.841, -0.027, 3.695], [-3.957, -1.398, 5.668], [-5.647, -1.817, 5.359], [-5.124, -2.698, 3.170], [-3.631, -3.126, 4.027], [-2.809, 0.301, 3.740], [-3.909, 0.529, 2.369], [-3.535, 4.095, -2.542], [-3.385, 4.526, -1.086], [-4.618, 5.399, -0.895], [-5.628, 4.860, -1.752], [-5.043, 3.915, -2.652], [-2.983, 3.189, -2.786], [-3.199, 4.892, -3.209], [-3.429, 3.653, -0.432], [-2.455, 5.054, -0.879], [-4.420, 6.436, -1.189], [-4.990, 5.397, 0.130], [-5.343, 2.905, -2.351], [-5.427, 4.103, -3.656]],
  "forces_ev_per_a": [[0.025, 0.242, -0.131], [-0.300, -0.207, 0.443], [-0.057, 0.019, 0.021], [0.046, -0.105, 0.221], [0.132, -0.225, 0.040], [-0.163, 0.117, -0.042], [0.408, -0.126, 0.076], [-0.301, -0.050, 0.370], [0.204, -0.125, -0.036], [-0.043, -0.054, -0.046], [-0.041, 0.212, -0.090], [-0.037, -0.091, 0.020], [0.494, 0.048, 0.158], [-0.241, 0.043, -0.294], [-0.272, 0.026, -0.347], [0.030, -0.215, 0.033], [-0.036, 0.018, -0.132], [0.023, 0.123, -0.106], [0.034, -0.093, -0.081], [-0.126, 0.074, 0.076], [0.071, 0.132, -0.167], [0.063, 0.165, -0.052], [-0.110, 0.063, -0.229], [0.257, -0.069, 0.337], [0.003, -0.051, 0.064], [-0.030, 0.116, -0.013], [-0.002, -0.041, 0.017], [-0.006, 0.008, -0.012], [0.015, 0.063, -0.015], [0.000, -0.020, 0.011], [0.002, 0.010, 0.016], [-0.013, -0.015, -0.014], [0.017, -0.013, 0.006], [0.014, 0.018, 0.009], [-0.022, -0.015, -0.018], [0.002, -0.011, 0.020], [-0.001, -0.005, -0.025], [0.011, -0.026, 0.023], [0.000, 0.025, -0.025], [-0.015, -0.049, 0.039], [-0.026, 0.123, -0.052], [-0.018, -0.023, -0.025], [-0.008, -0.001, -0.013], [-0.004, 0.007, 0.003], [-0.004, 0.003, 0.004], [0.009, -0.001, 0.013], [-0.007, -0.008, -0.009], [-0.010, 0.023, 0.019], [0.027, -0.008, -0.003], [-0.015, 0.012, 0.008], [-0.026, -0.010, -0.014], [0.012, 0.009, 0.025], [-0.020, 0.044, -0.012], [0.011, -0.041, -0.068], [0.037, 0.004, 0.006], [0.007, -0.005, 0.011], [0.003, 0.000, -0.003], [0.004, 0.000, -0.008], [-0.010, 0.007, -0.007], [-0.011, -0.011, 0.019], [0.010, -0.001, -0.013], [-0.009, 0.021, 0.000], [0.014, -0.011, -0.020], [0.014, 0.022, -0.026], [-0.027, -0.052, 0.039], [0.017, 0.008, -0.048], [-0.008, 0.003, -0.004], [0.007, -0.027, 0.036], [0.005, -0.008, 0.022], [-0.005, -0.004, -0.002], [0.000, 0.008, 0.004], [0.008, -0.002, -0.009], [0.014, -0.001, 0.014], [-0.021, 0.000, -0.003], [0.017, -0.007, -0.014], [-0.022, 0.010, 0.007]],
  "gap_ev": 5.99,
  "energy_ev": -66382.9144,
  "charge": -1,
  "e_homo_ev": -3.78
}